Arrangement i

This record from the Open Molecules 2025 dataset describes C13H17N3O4 as an isolated structure. The level of theory is wB97M-V/def2-TZVPD.

The charge is 0. The calculation puts the highest occupied orbital energy at -8.930 eV.

Positions of all 37 atoms, in Å:
1 C 3.381 -0.668 0.258
2 C 1.998 -0.322 -0.272
3 C 3.937 0.548 1.204
4 C 3.092 0.910 2.388
5 C -0.457 -0.141 0.067
6 C -0.751 1.295 0.575
7 C -1.605 -1.196 -0.029
8 C -2.807 -0.889 -0.875
9 C -2.850 -1.241 -2.156
10 C -3.900 -0.183 -0.202
11 C -3.833 -0.887 -3.009
12 C -5.021 0.042 -1.009
13 C -4.998 -0.208 -2.454
14 H 4.418 -2.440 -0.121
15 H 3.636 -1.264 -1.759
16 H 3.127 -1.480 1.075
17 H 5.020 0.076 1.692
18 H 4.240 1.465 0.510
19 H 2.391 2.702 3.532
20 H 3.640 2.919 2.168
21 H 1.055 -0.542 1.542
22 H -0.141 -0.023 -1.062
23 H -1.870 -1.421 1.040
24 H -0.955 -2.170 -0.304
25 H -1.918 -1.720 -2.667
26 H -3.922 -0.031 0.910
27 H -3.846 -1.237 -4.014
28 H -5.967 0.517 -0.500
29 H -5.868 0.093 -3.109
30 H -0.312 3.157 0.687
31 N 4.323 -1.241 -0.626
32 N 2.964 2.375 2.689
33 N 0.862 -0.484 0.567
34 O 1.941 -0.283 -1.513
35 O 2.553 0.063 3.078
36 O -1.733 1.732 1.216
37 O 0.174 2.173 0.481

The molecule's Löwdin atomic charges, reported in e, are given here: atom 1 (C): -0.45, atom 2 (C): -0.37, atom 3 (C): -0.08, atom 4 (C): -0.51, atom 5 (C): -0.21, atom 6 (C): -0.49, atom 7 (C): -0.11, atom 8 (C): -0.25, atom 9 (C): -0.12, atom 10 (C): -0.03, atom 11 (C): -0.09, atom 12 (C): -0.09, atom 13 (C): -0.05, atom 14 (H): 0.20, atom 15 (H): 0.22, atom 16 (H): 0.15, atom 17 (H): 0.19, atom 18 (H): 0.14, atom 19 (H): 0.13, atom 20 (H): 0.06, atom 21 (H): 0.11, atom 22 (H): 0.17, atom 23 (H): 0.12, atom 24 (H): 0.17, atom 25 (H): 0.16, atom 26 (H): 0.12, atom 27 (H): 0.09, atom 28 (H): 0.13, atom 29 (H): 0.10, atom 30 (H): 0.25, atom 31 (N): -0.04, atom 32 (N): 0.11, atom 33 (N): 0.12, atom 34 (O): 0.01, atom 35 (O): 0.03, atom 36 (O): 0.04, atom 37 (O): 0.07


Arrangement ii

This record from the Open Molecules 2025 dataset describes a 2-piece molecular cluster, C13H17N3O4 overall. The level of theory is wB97M-V/def2-TZVPD.

As for the structure (SMILES): N[C@@H](Cc1c[nH]c2ccccc12)C(=O)O.NCC(=O)O. The charge is 0. The calculation puts the highest occupied orbital energy at -8.210 eV.

Positions of all 37 atoms, in Å:
1 N -1.154 0.931 -1.612
2 C -0.361 1.932 -2.229
3 C 0.701 2.322 -1.242
4 C 1.652 1.181 -1.055
5 C 2.821 0.929 -1.666
6 N 3.448 -0.132 -1.087
7 C 2.673 -0.522 -0.043
8 C 3.069 -1.340 0.982
9 C 2.199 -1.472 2.017
10 C 0.952 -0.818 2.056
11 C 0.563 0.054 1.048
12 C 1.498 0.217 0.007
13 C 0.313 1.324 -3.433
14 O 1.156 1.899 -4.093
15 O -0.083 0.087 -3.767
16 H -2.008 0.784 -1.879
17 H -0.773 0.221 -0.998
18 H -0.884 2.782 -2.466
19 H 1.116 3.191 -1.448
20 H 0.188 2.325 -0.390
21 H 3.322 1.446 -2.579
22 H 4.134 -0.741 -1.510
23 H 4.072 -2.019 0.997
24 H 2.445 -2.221 2.717
25 H 0.356 -0.932 2.982
26 H -0.347 0.505 1.024
27 H -0.684 -0.306 -3.031
28 N -2.887 -1.272 4.558
29 C -3.680 -0.598 3.503
30 C -3.547 -1.225 2.176
31 O -4.005 -0.747 1.176
32 O -2.604 -2.190 2.135
33 H -3.236 -2.250 4.660
34 H -1.992 -1.413 4.198
35 H -3.378 0.414 3.377
36 H -4.693 -0.598 3.771
37 H -2.325 -2.175 1.208

The molecule's Löwdin atomic charges, reported in e, are given here: atom 1 (N): 0.09, atom 2 (C): -0.27, atom 3 (C): -0.06, atom 4 (C): -0.17, atom 5 (C): -0.05, atom 6 (N): 0.09, atom 7 (C): -0.26, atom 8 (C): -0.03, atom 9 (C): -0.12, atom 10 (C): -0.08, atom 11 (C): -0.02, atom 12 (C): -0.12, atom 13 (C): -0.50, atom 14 (O): 0.09, atom 15 (O): 0.09, atom 16 (H): 0.03, atom 17 (H): 0.09, atom 18 (H): 0.14, atom 19 (H): 0.09, atom 20 (H): 0.08, atom 21 (H): 0.17, atom 22 (H): 0.16, atom 23 (H): 0.17, atom 24 (H): 0.09, atom 25 (H): 0.10, atom 26 (H): 0.07, atom 27 (H): 0.14, atom 28 (N): 0.02, atom 29 (C): -0.16, atom 30 (C): -0.54, atom 31 (O): 0.10, atom 32 (O): 0.09, atom 33 (H): 0.09, atom 34 (H): 0.02, atom 35 (H): 0.12, atom 36 (H): 0.11, atom 37 (H): 0.13


Winner for stability: arrangement ii


Arrangement i

This record from the Open Molecules 2025 dataset describes a 2-piece molecular cluster, C6H16O overall. The level of theory is wB97M-V/def2-TZVPD.

As for the spin multiplicity: 2. The charge is +1. As for the expectation value of S²: 0.753. The calculation puts the highest occupied orbital energy (spin up / spin down) at -15.149 / -15.136 eV.

Positions of all 23 atoms, in Å:
1 C -1.515 0.374 -1.675
2 C -0.017 0.938 -1.524
3 C 0.491 1.256 -0.161
4 C 0.437 0.085 0.787
5 C 1.291 -1.117 0.480
6 C 2.807 -0.972 0.441
7 H -2.285 0.887 -1.122
8 H -1.716 0.426 -2.765
9 H -1.523 -0.650 -1.374
10 H 0.598 0.140 -1.891
11 H 0.130 1.835 -2.259
12 H 1.582 1.481 -0.304
13 H 0.045 2.105 0.295
14 H -0.567 -0.114 1.120
15 H 0.939 0.496 1.709
16 H 1.162 -1.818 1.344
17 H 0.962 -1.666 -0.389
18 H 3.092 -0.605 1.367
19 H 3.258 -0.308 -0.374
20 H 3.224 -1.960 0.355
21 H -3.697 -0.745 1.826
22 H -3.240 0.180 0.763
23 O -2.866 -0.384 1.451

The molecule's Löwdin atomic charges, reported in e, are given here: atom 1 (C): -0.02, atom 2 (C): -0.16, atom 3 (C): -0.15, atom 4 (C): -0.13, atom 5 (C): -0.21, atom 6 (C): -0.06, atom 7 (H): 0.07, atom 8 (H): 0.10, atom 9 (H): 0.07, atom 10 (H): 0.10, atom 11 (H): 0.20, atom 12 (H): 0.17, atom 13 (H): 0.13, atom 14 (H): 0.11, atom 15 (H): 0.17, atom 16 (H): 0.18, atom 17 (H): 0.13, atom 18 (H): 0.06, atom 19 (H): 0.13, atom 20 (H): 0.09, atom 21 (H): 0.07, atom 22 (H): 0.03, atom 23 (O): -0.06


Arrangement ii

This record from the Open Molecules 2025 dataset describes a 2-piece molecular cluster, C6H16O overall. The level of theory is wB97M-V/def2-TZVPD.

As for the spin multiplicity: 2. The charge is +1. As for the expectation value of S²: 0.756. The calculation puts the highest occupied orbital energy (spin up / spin down) at -15.353 / -14.569 eV.

Positions of all 23 atoms, in Å:
1 C -0.405 -1.143 -1.811
2 C -0.671 -0.985 -3.325
3 O 0.818 -0.421 -1.574
4 H -1.210 -0.752 -1.209
5 H -0.209 -2.217 -1.731
6 H -1.533 -0.385 -3.591
7 H 1.562 -1.048 -1.463
8 H -0.986 -1.964 -3.714
9 H 0.232 -0.769 -3.874
10 C 0.344 0.422 1.330
11 C -1.000 -0.329 1.496
12 C 0.466 1.704 0.602
13 C 0.880 0.669 2.781
14 H 1.084 -0.227 0.738
15 H -1.670 0.149 0.751
16 H 0.055 2.485 1.280
17 H 1.474 2.141 0.587
18 H 0.060 1.759 -0.404
19 H 1.453 -0.140 3.233
20 H 1.448 1.604 2.702
21 H -1.382 -0.117 2.480
22 H -0.916 -1.380 1.222
23 H 0.105 0.945 3.494

The molecule's Löwdin atomic charges, reported in e, are given here: atom 1 (C): -0.19, atom 2 (C): -0.03, atom 3 (O): 0.07, atom 4 (H): 0.11, atom 5 (H): 0.13, atom 6 (H): 0.09, atom 7 (H): 0.15, atom 8 (H): 0.10, atom 9 (H): 0.09, atom 10 (C): -0.41, atom 11 (C): -0.03, atom 12 (C): -0.08, atom 13 (C): -0.05, atom 14 (H): 0.19, atom 15 (H): 0.09, atom 16 (H): 0.13, atom 17 (H): 0.11, atom 18 (H): 0.09, atom 19 (H): 0.10, atom 20 (H): 0.08, atom 21 (H): 0.08, atom 22 (H): 0.09, atom 23 (H): 0.09


Winner for stability: arrangement i


Arrangement i

This record from the Open Molecules 2025 dataset describes one molecule with the formula C5H9BrN2O5S. The level of theory is wB97M-V/def2-TZVPD.

As for the structure (SMILES): O=S(=O)(O/[N+]([O-])=C/Br)N1CCOCC1. The charge is 0. The calculation puts the highest occupied orbital energy at -9.256 eV.

Positions of all 23 atoms, in Å:
1 O -1.300 0.882 1.873
2 S -0.747 1.110 0.584
3 O -1.241 2.166 -0.193
4 O -1.151 -0.316 -0.159
5 N -2.462 -0.723 0.066
6 O -2.624 -1.748 0.651
7 C -3.231 0.156 -0.467
8 Br -5.008 -0.173 -0.343
9 N 0.844 0.973 0.547
10 C 1.576 1.161 -0.673
11 C 1.681 -0.163 -1.382
12 O 2.212 -1.229 -0.647
13 C 1.350 -1.485 0.485
14 C 1.286 -0.176 1.384
15 H -2.899 0.835 -1.183
16 H 2.642 1.327 -0.287
17 H 1.185 1.872 -1.460
18 H 0.606 -0.352 -1.685
19 H 2.267 -0.067 -2.315
20 H 1.985 -2.268 1.093
21 H 0.253 -1.640 0.193
22 H 0.453 -0.220 2.174
23 H 2.324 0.080 1.744

The molecule's Löwdin atomic charges, reported in e, are given here: atom 1 (O): -0.22, atom 2 (S): 0.60, atom 3 (O): -0.21, atom 4 (O): -0.21, atom 5 (N): -0.43, atom 6 (O): 0.06, atom 7 (C): -0.60, atom 8 (Br): 0.85, atom 9 (N): -0.24, atom 10 (C): -0.17, atom 11 (C): -0.25, atom 12 (O): -0.13, atom 13 (C): -0.14, atom 14 (C): -0.12, atom 15 (H): 0.06, atom 16 (H): 0.16, atom 17 (H): 0.16, atom 18 (H): 0.13, atom 19 (H): 0.14, atom 20 (H): 0.16, atom 21 (H): 0.12, atom 22 (H): 0.14, atom 23 (H): 0.14


Arrangement ii

This record from the Open Molecules 2025 dataset describes one molecule with the formula C5H9BrN2O5S. The level of theory is wB97M-V/def2-TZVPD.

As for the structure (SMILES): O=S(=O)(O/[N+]([O-])=C/Br)N1CCOCC1. The charge is 0. The calculation puts the highest occupied orbital energy (spin up / spin down) at -8.997 / -8.998 eV.

Positions of all 23 atoms, in Å:
1 O -0.713 -2.982 -1.439
2 S -0.498 -2.446 -0.168
3 O -0.115 -3.231 0.947
4 O -2.176 -1.993 0.556
5 N -3.030 -1.093 0.063
6 O -2.525 -0.170 -0.677
7 C -4.250 -1.003 0.621
8 Br -5.173 0.588 0.060
9 N 0.359 -1.098 -0.210
10 C 0.859 -0.402 0.944
11 C 0.393 1.012 0.863
12 O 0.772 1.674 -0.280
13 C 0.211 1.054 -1.389
14 C 0.625 -0.419 -1.449
15 H -4.596 -1.814 1.265
16 H 1.994 -0.378 0.942
17 H 0.546 -0.882 1.873
18 H -0.733 1.044 0.826
19 H 0.732 1.826 1.673
20 H 0.600 1.551 -2.278
21 H -0.841 1.215 -1.285
22 H 0.101 -0.927 -2.198
23 H 1.632 -0.550 -1.638

The molecule's Löwdin atomic charges, reported in e, are given here: atom 1 (O): -0.20, atom 2 (S): 0.73, atom 3 (O): -0.22, atom 4 (O): -0.15, atom 5 (N): -0.41, atom 6 (O): -0.14, atom 7 (C): -0.45, atom 8 (Br): 0.72, atom 9 (N): -0.23, atom 10 (C): -0.15, atom 11 (C): -0.23, atom 12 (O): -0.13, atom 13 (C): -0.17, atom 14 (C): -0.12, atom 15 (H): 0.09, atom 16 (H): 0.16, atom 17 (H): 0.13, atom 18 (H): 0.13, atom 19 (H): 0.18, atom 20 (H): 0.14, atom 21 (H): 0.10, atom 22 (H): 0.11, atom 23 (H): 0.12


Winner for stability: arrangement ii


Arrangement i

This record from the Open Molecules 2025 dataset describes C3H4KLiO3 as an isolated structure. The level of theory is wB97M-V/def2-TZVPD.

As for the spin multiplicity: 2. The charge is +1. As for the expectation value of S²: 0.760. The calculation puts the highest occupied orbital energy (spin up / spin down) at -8.908 / -10.815 eV.

Positions of all 12 atoms, in Å:
1 H -3.329 1.403 -1.443
2 C 1.291 -0.654 -0.311
3 C -0.035 -1.254 0.001
4 O -1.108 -0.490 -0.562
5 C -1.382 0.664 0.072
6 O -1.887 1.522 -0.704
7 O 1.751 0.297 0.364
8 Li -0.364 2.365 0.657
9 H 1.832 -1.005 -1.206
10 H -0.163 -1.256 1.098
11 H -0.100 -2.276 -0.399
12 K 3.495 0.685 2.432

The molecule's Löwdin atomic charges, reported in e, are given here: atom 1 (H): 0.13, atom 2 (C): -0.15, atom 3 (C): -0.17, atom 4 (O): -0.09, atom 5 (C): -0.44, atom 6 (O): -0.27, atom 7 (O): -0.14, atom 8 (Li): 0.74, atom 9 (H): 0.15, atom 10 (H): 0.13, atom 11 (H): 0.14, atom 12 (K): 0.98


Arrangement ii

This record from the Open Molecules 2025 dataset describes C3H4KLiO3 as an isolated structure. The level of theory is wB97M-V/def2-TZVPD.

As for the spin multiplicity: 2. The charge is +1. As for the expectation value of S²: 0.772. The calculation puts the highest occupied orbital energy (spin up / spin down) at -12.138 / -12.110 eV.

Positions of all 12 atoms, in Å:
1 O -1.025 -0.836 0.094
2 C -1.298 0.391 -0.143
3 C -2.527 0.928 0.369
4 H 0.978 0.415 0.240
5 H -1.072 0.688 -1.185
6 H -3.297 0.239 0.721
7 H -2.876 1.899 0.015
8 Li -0.145 -2.406 -0.543
9 O 1.548 -1.795 -0.112
10 C 1.764 -0.567 0.063
11 O 2.868 -0.046 -0.200
12 K 5.081 1.092 0.682

The molecule's Löwdin atomic charges, reported in e, are given here: atom 1 (O): -0.15, atom 2 (C): -0.29, atom 3 (C): 0.17, atom 4 (H): 0.15, atom 5 (H): 0.14, atom 6 (H): 0.09, atom 7 (H): 0.08, atom 8 (Li): 0.79, atom 9 (O): -0.15, atom 10 (C): -0.58, atom 11 (O): -0.22, atom 12 (K): 0.97


Winner for stability: arrangement ii